1.
Here is the molecule C7H11ClN2O from the Open Molecules 2025 dataset. Energies are from the ωB97M-V functional and the def2-TZVPD basis.

Last column: Mulliken charge in e.
Geometry (Å):
C 1.2520 1.3001 0.0241  -0.059
C 2.1972 1.6465 -0.7827  -0.813
C -0.2506 0.4198 1.8617  -0.669
C -0.4913 -0.7533 0.9451  -0.975
C -0.5833 0.7435 -1.1454  -0.697
C 0.9625 1.1722 1.3770  0.113
C -1.2934 -0.5027 -0.3642  0.306
N -0.1740 0.2252 -2.3141  -0.123
N -1.2490 -1.4948 -1.3963  -0.443
O -0.0916 -1.1568 -2.1788  -0.287
Cl 2.3976 0.3444 2.1670  -0.205
H 3.2304 1.7335 -0.3897  0.272
H 2.1733 1.3375 -1.8537  0.259
H -1.2104 1.1068 1.8235  0.274
H -0.1763 0.0432 2.8732  0.384
H 0.6108 -0.8657 0.6571  0.350
H -0.8459 -1.5800 1.4144  0.537
H -1.0102 1.6958 -0.9812  0.502
H 1.0052 2.1326 2.0005  0.388
H -2.3841 -0.2949 -0.2128  0.306
H -0.7320 0.4250 -3.0659  0.267
H -1.1041 -2.5600 -1.1710  0.313

Summary:
Energy relative to the best compared isomer or geometry (same formula, charge and spin) ... 602.2 kJ/mol
Total energy ... -918.00241 Eh
HOMO-LUMO gap ... 8.9897 eV
HOMO level ... -0.3001 Ha
Multiplicity ... 1
Molecular weight ... 174.6 g mol⁻¹
Total charge ... 0



2.
Here is a cluster of 7 separate species, C31H36F9IN3O19 in total from the Open Molecules 2025 dataset. Energies are from the ωB97M-V functional and the def2-TZVPD basis.

Last column: Mulliken charge in e.
Geometry (Å):
C 3.5581 -0.2006 2.0903  -1.006
C 4.1874 -1.6184 1.9545  1.156
C 5.4567 -1.6559 1.0971  -0.649
N 3.6469 -2.5907 2.6333  -0.323
C 2.8778 -3.5813 1.9839  -0.723
C 3.5340 -4.3658 0.7874  -0.648
I 5.3597 -5.2538 1.5880  0.163
C 2.6671 -5.6024 0.3081  -0.833
C 1.2092 -5.0931 0.0361  -0.996
C 0.6970 -4.3544 1.2999  0.152
C -0.8491 -4.1057 1.1044  -1.123
C -1.5610 -3.4993 2.3502  -0.481
C -2.6590 -2.4902 2.0026  0.510
F -3.3751 -1.9673 3.0644  -0.409
C -3.0312 -2.0518 0.7244  -0.017
F -2.6100 -0.8981 0.1835  -0.121
F -3.8228 -2.8573 -0.0095  -0.229
N 1.4697 -3.0957 1.5963  1.356
N 1.4802 -2.3139 0.4038  -0.789
C 0.7941 -1.2733 0.5015  0.557
O 0.2762 -0.2832 0.7908  -0.188
H 4.3807 0.5059 2.3343  0.516
H 2.7748 -0.1733 2.8701  0.066
H 3.1741 0.1140 1.0921  0.208
H 5.2881 -2.0650 0.0717  0.255
H 5.9281 -0.6509 0.9693  -0.073
H 6.1849 -2.3520 1.5675  0.300
H 2.6827 -4.3637 2.7550  0.502
H 3.7321 -3.7260 -0.0902  0.386
H 2.6447 -6.3849 1.0991  0.455
H 3.1235 -6.0404 -0.5976  0.446
H 1.2143 -4.4824 -0.8864  0.334
H 0.5109 -5.9376 -0.1520  0.494
H 0.7539 -5.0798 2.1417  0.356
H -1.2871 -5.1082 0.9244  0.479
H -0.9788 -3.5144 0.1734  0.446
H -2.0522 -4.3490 2.8836  0.481
H -0.8803 -3.0357 3.1007  0.181
H 1.0700 -2.5642 2.3926  -0.133
C -0.8385 2.5613 0.3066  0.113
C -1.4542 3.8033 0.8869  0.425
O -0.8402 4.8355 0.1350  -0.367
C -0.5498 4.2969 -1.0802  0.577
O -0.2827 4.9271 -2.0507  -0.524
O -0.6189 2.9404 -1.0497  -0.226
F -1.1224 3.9536 2.1942  -0.313
H 0.1168 2.3131 0.7735  0.125
H -1.4978 1.6977 0.3703  -0.087
H -2.5388 3.8646 0.7751  0.300
C -1.7012 0.0471 4.8306  -0.209
C -1.2255 -0.2199 6.2297  0.194
O -0.2022 -1.1892 6.0233  -0.362
C 0.3042 -0.9537 4.7895  0.543
O 1.3407 -1.3954 4.3890  -0.516
O -0.5079 -0.1500 4.0620  -0.083
F -2.1990 -0.7665 6.9868  -0.295
H -2.4572 -0.6666 4.5071  0.090
H -2.0891 1.0560 4.7032  0.328
H -0.8096 0.6499 6.7420  0.336
C -6.9146 -1.9763 1.0187  0.237
C -7.7188 -1.7701 -0.2356  0.315
O -8.8826 -1.1255 0.2426  -0.311
C -8.5060 -0.4299 1.3568  0.636
O -9.1464 0.4268 1.8622  -0.486
O -7.2888 -0.8488 1.8068  -0.304
F -8.0706 -2.9528 -0.7965  -0.281
H -7.1892 -2.8938 1.5438  0.266
H -5.8443 -1.9846 0.8336  -0.401
H -7.2337 -1.1408 -0.9857  0.319
C 8.8675 2.1019 -1.4856  -0.449
C 7.4562 2.0243 -1.9973  0.310
O 6.8499 1.1101 -1.0959  -0.266
C 7.5188 1.2405 0.0829  0.646
O 7.1196 0.8281 1.1274  -0.583
O 8.6868 1.9004 -0.0808  -0.326
F 7.4082 1.5054 -3.2453  -0.274
H 9.4996 1.3084 -1.8882  0.292
H 9.3361 3.0628 -1.6873  0.266
H 6.9142 2.9720 -1.9753  0.287
C -0.1231 3.2307 -5.0324  0.034
C 0.9238 4.0695 -5.7075  0.346
O 0.7777 3.7100 -7.0721  -0.333
C -0.5339 3.3575 -7.2347  0.632
O -1.0802 3.2590 -8.2812  -0.497
O -1.1309 3.1445 -6.0308  -0.294
F 2.1714 3.7327 -5.2934  -0.276
H 0.2376 2.2281 -4.7915  0.196
H -0.5127 3.6923 -4.1273  -0.089
H 0.7818 5.1467 -5.5967  0.290
C -4.1421 4.6131 -4.8508  -0.343
C -4.4745 5.7117 -3.8800  0.300
O -4.8264 4.9962 -2.7072  -0.294
C -4.1259 3.8316 -2.7488  0.679
O -3.9650 3.1109 -1.8139  -0.576
O -3.6235 3.5981 -3.9872  -0.270
F -5.5428 6.4313 -4.2926  -0.288
H -5.0236 4.2323 -5.3695  0.291
H -3.4025 4.9148 -5.5898  0.215
H -3.6440 6.3860 -3.6588  0.275

Summary:
Total energy ... -3992.75818 Eh
HOMO-LUMO gap ... 7.1088 eV
HOMO level ... -0.4160 Ha
Multiplicity ... 1
Molecular weight ... 1052.5 g mol⁻¹
Total charge ... +1